No. 1
Computed, not measured: C26H34BEuF7N3O6S2Si as an isolated structure, with ωB97M-V/def2-TZVPD.

XYZ file:
```
81
Properties=species:S:1:pos:R:3:mulliken_spin:R:1
Eu -0.39 0.63 0.58 6.0546
O 2.30 -6.43 -0.23 0.0000
C 3.11 -5.50 0.51 -0.0001
C 2.25 -4.26 0.80 0.0002
C 2.75 -3.20 1.62 -0.0001
C 1.97 -2.02 1.80 0.0033
N 0.77 -1.85 1.19 -0.0038
C 0.23 -2.90 0.51 0.0071
C 0.98 -4.10 0.32 -0.0002
C -1.15 -2.90 0.10 -0.0099
C -1.81 -4.13 0.01 -0.0012
C -3.12 -4.17 -0.43 -0.0001
C -3.80 -5.48 -0.83 -0.0002
O -2.89 -6.52 -0.56 0.0000
C -3.71 -2.95 -0.70 -0.0002
C -3.01 -1.74 -0.52 -0.0027
N -1.73 -1.73 -0.16 0.0014
H 2.74 -7.32 -0.18 0.0000
H 3.97 -5.22 -0.07 0.0000
H 3.35 -5.96 1.49 0.0000
H 3.72 -3.35 2.09 0.0000
H 2.35 -1.17 2.34 -0.0006
H 0.52 -4.90 -0.23 0.0000
H -1.38 -5.03 0.36 -0.0001
H -4.05 -5.37 -1.93 0.0000
H -4.72 -5.60 -0.26 0.0000
H -3.15 -7.28 -1.18 0.0000
H -4.81 -3.03 -1.03 -0.0001
H -3.41 -0.76 -0.62 -0.0004
C 3.32 3.27 -2.99 -0.0004
Si 2.21 3.25 -1.32 -0.0013
C 0.87 4.52 -1.33 0.0006
C 3.53 3.92 -0.02 -0.0004
N 1.89 1.59 -0.87 -0.0143
C 2.49 0.53 -1.45 -0.0009
C 3.61 -0.14 -0.87 -0.0021
C 3.92 -1.47 -1.22 0.0013
C 3.21 -2.06 -2.25 -0.0027
C 2.38 -1.28 -3.05 -0.0001
C 2.01 0.04 -2.71 -0.0030
H 3.76 4.28 -3.09 0.0000
H 2.65 3.07 -3.82 -0.0001
H 4.16 2.59 -2.90 0.0001
H 0.24 4.46 -2.19 -0.0001
H 1.25 5.59 -1.20 0.0001
H 0.21 4.29 -0.53 -0.0001
H 3.82 4.88 -0.44 -0.0002
H 4.46 3.34 0.02 0.0001
H 3.09 4.10 0.93 0.0000
H 4.11 0.42 -0.07 -0.0001
H 4.71 -2.02 -0.70 0.0000
H 3.28 -3.14 -2.28 -0.0002
H 2.01 -1.69 -3.98 -0.0001
H 1.31 0.51 -3.34 -0.0004
O -2.43 0.85 1.71 -0.0074
S -3.58 1.74 2.19 -0.0004
C -3.51 1.94 3.98 0.0001
C -3.06 3.39 4.34 0.0000
C -3.27 4.32 3.18 0.0001
C -3.13 3.50 1.85 0.0006
H -2.77 1.16 4.34 -0.0001
H -4.51 1.62 4.35 0.0000
H -1.96 3.34 4.64 0.0000
H -3.58 3.70 5.29 0.0000
H -2.48 5.03 3.13 0.0000
H -4.20 4.93 3.17 0.0000
H -2.14 3.48 1.41 0.0000
H -3.84 3.84 1.10 0.0001
F -0.52 1.94 3.01 0.0011
B 0.83 2.46 2.75 -0.0033
F 1.27 3.04 3.95 0.0001
F 0.78 3.35 1.70 0.0005
F 1.55 1.25 2.26 0.0004
F -2.26 1.67 -4.45 -0.0001
C -1.93 2.50 -3.48 0.0002
F -2.74 3.64 -3.51 -0.0001
F -0.69 3.03 -3.63 0.0000
S -2.08 1.57 -1.86 0.0004
O -3.46 1.07 -1.75 -0.0007
O -1.07 0.51 -1.94 -0.0056
O -1.63 2.51 -0.82 -0.0085
```

For the HOMO energy (alpha / beta), the calculation gives -0.23820 / -0.23913 hartree. The multiplicity is 7.

=====

No. 2
Computed, not measured: one molecule with the formula C4H7NO, with ωB97M-V/def2-TZVPD.

XYZ file:
```
13
Properties=species:S:1:pos:R:3:nbo_charge:R:1
O 0.66 2.27 0.16 -0.5556
C 0.48 1.24 0.82 0.5462
N 0.55 -0.18 0.34 -0.4530
C -0.62 -1.27 0.72 -0.2237
C -0.72 -1.53 -0.82 -0.4530
C -0.08 -0.30 -1.10 -0.2520
H 0.24 1.25 1.88 0.1105
H -0.21 -2.08 1.48 0.2253
H -1.67 -0.84 0.94 0.1999
H -1.70 -1.81 -1.12 0.2212
H -0.27 -2.58 -1.28 0.2071
H -0.79 0.54 -1.43 0.2072
H 0.82 -0.23 -1.79 0.2199
```

For the HOMO energy, the calculation gives -0.35602 hartree. The multiplicity is 1. As for the SMILES: O=CN1CCC1. The relative energy (zero: lowest compared OMol25 entry of this formula, charge and spin) is 3.5165 eV.

=====

How do the records compare in energy? In the order shown, they have -4147.2418; -286.5024 Eh.
How do the records compare in F_max? In the order shown, they have 0.0698; 0.1341 hartree/bohr.